1.
Formula: C37H46CuN5O4P2S
Source: OMol25
Level of theory: ωB97M-V with the def2-TZVPD basis set

Results
Frontier orbital gap (alpha / beta) (eV): 7.38 / 6.07
HOMO (alpha / beta) (eV): -10.158 / -9.901
LUMO (alpha / beta) (eV): -2.78 / -3.83

ORCA input file:
```
! wB97M-V def2-TZVPD RIJCOSX def2/J DEFGRID3
* xyz 1 2
Cu -0.156 0.151 -0.103
C -2.365 -3.431 4.241
C -0.911 -3.005 4.030
N -0.649 -1.567 4.071
C -0.963 -0.681 2.946
S -0.626 -1.540 1.352
N -0.424 1.743 2.512
N -0.793 1.692 1.224
C -1.553 2.593 0.706
C -2.356 3.592 1.484
C -1.672 2.545 -0.756
C -2.248 3.572 -1.501
C -2.226 3.496 -2.882
C -1.648 2.396 -3.496
C -1.115 1.412 -2.687
N -1.119 1.486 -1.362
H -2.425 -4.515 4.337
H -2.991 -3.131 3.401
H -2.761 -2.983 5.155
H -0.548 -3.378 3.074
H -0.299 -3.446 4.820
H -1.042 -1.170 4.919
H -2.564 3.202 2.478
H -3.312 3.736 0.984
H -1.870 4.566 1.571
H -2.678 4.433 -1.011
H -2.650 4.293 -3.478
H -1.606 2.314 -4.573
H -0.658 0.523 -3.101
C -2.421 -0.195 2.964
C 0.025 0.517 3.151
C -0.047 3.021 3.100
C 1.456 0.044 2.841
C 2.616 0.627 3.673
O 3.693 0.705 2.722
C 3.141 0.486 1.505
N 1.899 0.239 1.474
C 4.055 0.427 0.361
C 5.414 0.640 0.601
C 6.347 0.463 -0.401
C 5.927 0.079 -1.666
C 4.582 -0.116 -1.920
C 3.624 0.038 -0.919
P 1.844 -0.140 -1.430
C 1.918 1.343 -2.516
C 1.695 2.553 -1.855
C 1.849 3.759 -2.517
C 2.229 3.769 -3.852
C 2.443 2.572 -4.518
C 2.294 1.361 -3.855
C 1.938 -1.591 -2.533
C 1.197 -1.686 -3.710
C 1.249 -2.837 -4.482
C 2.012 -3.919 -4.069
C 2.715 -3.850 -2.874
C 2.678 -2.697 -2.109
H -2.593 0.456 3.828
H -3.084 -1.051 3.039
H -2.676 0.335 2.048
H 0.001 0.724 4.225
H 0.397 3.658 2.330
H 0.699 2.845 3.869
H -0.880 3.556 3.559
H 1.407 -1.033 3.011
H 2.916 -0.024 4.491
H 2.426 1.629 4.065
H 5.733 0.937 1.590
H 7.398 0.616 -0.199
H 6.649 -0.065 -2.459
H 4.271 -0.408 -2.913
H 1.404 2.529 -0.808
H 1.680 4.692 -1.995
H 2.363 4.709 -4.371
H 2.739 2.579 -5.559
H 2.480 0.440 -4.390
H 0.581 -0.858 -4.037
H 0.686 -2.889 -5.405
H 2.052 -4.815 -4.673
H 3.295 -4.700 -2.536
H 3.225 -2.645 -1.176
C -1.134 -3.803 -1.816
O -2.103 -2.896 -2.343
P -2.251 -1.423 -1.639
O -3.421 -0.868 -2.631
C -3.405 -0.960 -4.049
O -3.197 -1.698 -0.372
C -4.372 -2.512 -0.451
H -1.157 -4.688 -2.447
H -1.374 -4.081 -0.787
H -0.131 -3.367 -1.825
H -2.691 -0.258 -4.488
H -4.405 -0.700 -4.389
H -3.165 -1.972 -4.373
H -4.299 -3.283 0.315
H -4.474 -2.978 -1.430
H -5.242 -1.886 -0.257
*
```

2.
Formula: C2H11N2O
Source: OMol25
Level of theory: ωB97M-V with the def2-TZVPD basis set

Results
Frontier orbital gap (eV): 9.92
HOMO (eV): -13.230
Relative energy (zero: lowest compared OMol25 entry of this formula, charge and spin) (kcal/mol): 18.1
LUMO (eV): -3.31

ORCA input file:
```
! wB97M-V def2-TZVPD RIJCOSX def2/J DEFGRID3
* xyz 1 1
N -0.104 0.847 -0.618
C 0.041 -0.290 0.369
C 1.071 -1.405 0.194
N 2.362 -0.939 0.658
H 0.362 1.702 -0.327
H 0.146 0.544 -1.572
H -1.102 1.074 -0.746
H 0.292 0.243 1.301
H -0.945 -0.715 0.566
H 0.641 -2.224 0.763
H 1.101 -1.906 -0.795
H 2.683 -1.203 1.572
H 3.067 -0.897 -0.058
H -2.985 1.716 0.335
H -3.737 1.631 -1.019
O -2.891 1.823 -0.624
*
```

3.
Formula: C10H20ClFeO24S5
Source: OMol25
Level of theory: ωB97M-V with the def2-TZVPD basis set

Results
Frontier orbital gap (alpha / beta) (eV): 6.27 / 6.05
HOMO (alpha / beta) (eV): -12.796 / -12.796
Relative energy (zero: lowest compared OMol25 entry of this formula, charge and spin) (kcal/mol): 0.0
LUMO (alpha / beta) (eV): -6.52 / -6.74

ORCA input file:
```
! wB97M-V def2-TZVPD RIJCOSX def2/J DEFGRID3
* xyz 1 5
Fe -1.031 3.703 0.567
Cl 0.459 1.612 -0.562
O 0.580 3.067 -0.762
O 0.316 0.927 -1.781
O 1.579 1.186 0.189
O -0.794 1.555 0.240
C -6.351 1.313 -1.807
C -5.399 0.135 -1.979
O -4.883 -0.133 -0.652
S -4.773 1.259 0.112
O -3.647 2.071 -0.241
O -5.026 1.082 1.486
O -6.039 1.921 -0.566
H -7.389 0.981 -1.790
H -6.325 1.979 -2.669
H -4.585 0.286 -2.685
H -5.918 -0.739 -2.366
C -0.561 3.035 5.853
C -0.017 4.462 5.644
O 0.562 4.512 4.335
S 0.662 3.063 3.701
O 1.921 2.490 3.924
O 0.229 3.086 2.329
O -0.435 2.384 4.578
H -1.591 3.029 6.196
H 0.005 2.461 6.586
H 0.724 4.688 6.407
H -0.829 5.176 5.753
C 4.959 0.166 0.707
C 4.922 -0.072 2.230
O 6.167 0.321 2.739
S 7.316 0.153 1.625
O 7.895 -1.128 1.695
O 8.162 1.279 1.704
O 6.333 0.196 0.370
H 4.438 1.109 0.488
H 4.380 -0.477 0.047
H 4.708 -1.145 2.317
H 4.116 0.472 2.713
C 1.949 -3.567 0.050
C 1.987 -2.907 -1.322
O 1.018 -3.651 -2.054
S 0.828 -5.148 -1.502
O 1.385 -6.159 -2.310
O -0.531 -5.262 -1.128
O 1.804 -4.942 -0.258
H 1.013 -3.216 0.498
H 2.785 -3.335 0.696
H 2.949 -3.059 -1.831
H 1.857 -1.830 -1.398
C -2.012 -1.795 -3.039
C -1.506 -2.741 -4.152
O -1.683 -2.035 -5.395
S -2.398 -0.628 -5.237
O -3.527 -0.511 -6.065
O -1.422 0.392 -5.315
O -2.848 -0.868 -3.740
H -1.155 -1.303 -2.590
H -2.652 -2.267 -2.302
H -2.210 -3.573 -4.189
H -0.474 -3.062 -4.092
*
```

4.
Formula: C7H23Ba2F3NO6
Source: OMol25
Level of theory: ωB97M-V with the def2-TZVPD basis set

Results
Frontier orbital gap (eV): 1.70
HOMO (eV): -12.717
LUMO (eV): -11.01

ORCA input file:
```
! wB97M-V def2-TZVPD RIJCOSX def2/J DEFGRID3
* xyz 3 1
N 1.100 0.403 -6.189
H 0.539 0.117 -5.400
H 1.298 1.388 -6.087
H 0.641 0.260 -7.077
H 1.955 -0.135 -6.208
Ba -5.556 -1.508 -5.099
Ba -2.477 3.726 -1.882
O -1.630 -0.598 -2.767
H -1.618 -1.142 -1.956
C 0.389 5.412 2.601
O 0.895 4.277 1.825
O -0.653 5.926 1.874
C 0.175 5.023 4.067
F -0.805 4.077 4.182
F 1.257 4.584 4.690
F -0.181 6.090 4.756
C 2.305 4.151 1.791
C 2.639 2.750 1.287
H 1.866 2.549 0.546
H 3.629 2.696 0.835
H 2.757 2.016 2.085
H 2.897 4.217 2.704
H 2.764 4.843 1.085
H 1.158 6.184 2.569
C 2.397 -4.450 -1.648
O 1.349 -4.386 -2.569
H 2.803 -3.452 -1.488
H 1.985 -4.717 -0.675
H 3.129 -5.194 -1.964
H 0.885 -3.552 -2.471
C -4.179 -5.088 -0.619
O -4.278 -5.270 -1.974
H -5.156 -5.127 -0.138
H -3.504 -5.813 -0.165
H -3.818 -4.062 -0.543
H -4.237 -6.184 -2.264
C -0.669 -1.468 3.542
O -0.384 -2.631 4.268
H -0.395 -1.546 2.490
H -1.716 -1.164 3.527
H -0.099 -0.634 3.951
H 0.542 -2.566 4.510
*
```

5.
Formula: C2H4INS
Source: OMol25
Level of theory: ωB97M-V with the def2-TZVPD basis set

Results
Frontier orbital gap (eV): 8.34
Structure (SMILES): [H]/N=C(/C)SI
HOMO (eV): -8.918
Relative energy (zero: lowest compared OMol25 entry of this formula, charge and spin) (kcal/mol): 4.1
LUMO (eV): -0.57

ORCA input file:
```
! wB97M-V def2-TZVPD RIJCOSX def2/J DEFGRID3
* xyz 0 1
H 0.023 -2.173 0.479
N -0.518 -1.348 0.387
C -0.105 -0.268 0.031
C -0.838 1.083 -0.113
S 1.854 0.212 -0.324
I 2.666 -2.010 0.023
H -1.208 1.515 0.868
H -1.704 1.127 -0.772
H -0.171 1.861 -0.580
*
```

6.
Formula: C6H6O2
Source: OMol25
Level of theory: ωB97M-V with the def2-TZVPD basis set

Results
Frontier orbital gap (eV): 8.18
Structure (SMILES): C1=CC2=C(C1)OCO2
HOMO (eV): -7.241
Relative energy (zero: lowest compared OMol25 entry of this formula, charge and spin) (kcal/mol): 67.7
LUMO (eV): 0.94

ORCA input file:
```
! wB97M-V def2-TZVPD RIJCOSX def2/J DEFGRID3
* xyz 0 1
C 0.011 -1.120 1.638
C 1.128 -1.041 0.843
C 0.776 -0.186 -0.248
C -0.621 0.281 -0.186
C -1.215 -0.352 1.053
O -1.009 0.940 -1.294
C 0.204 1.207 -1.884
O 1.304 0.335 -1.502
H -0.092 -1.580 2.624
H 2.158 -1.366 0.992
H -1.580 0.398 1.766
H -2.031 -1.006 0.724
H 0.475 2.227 -1.552
H 0.491 1.265 -2.975
*
```

What are the largest force on an atom values for these records? In order: 0.9; 1.7; 3.4; 3.4; 3.5; 6.8 eV/Å.